# 1
Here is a molecular structure, C23H55N3OP4PbS from the OMol25 dataset. Energies are from ωB97M-V with the def2-TZVPD basis set.

highest occupied orbital energy (spin up / spin down)	-17.724 / -17.724	eV
charge	+4
E_LUMO (spin up / spin down)	-0.4176 / -0.4819	Ha
2S+1	1
energy	-3103.77140	Eh

Last column: Löwdin charge in e.
Cartesian coordinates (Å):
Pb: 0.39409 0.59658 0.05133  0.88
P: 2.29982 1.75999 1.08120  0.71
P: -1.43204 2.20093 0.19524  0.69
P: 0.94232 1.44449 -2.22570  0.68
H: -0.61678 -1.97218 -0.51610  0.05
C: 0.05937 -1.31540 -1.02449  -0.21
C: 1.46626 -1.25330 -0.53925  -0.23
H: 1.74176 -1.85361 0.30908  0.08
C: 2.71136 1.30619 2.73298  -0.23
C: 2.29305 3.53973 1.16552  -0.21
C: 3.81567 1.37099 0.20882  -0.21
C: -2.96002 1.67206 -0.56110  -0.20
C: -1.93690 2.66787 1.83581  -0.21
C: -1.18949 3.82045 -0.52915  -0.22
C: 2.07121 0.41761 -3.14900  -0.23
C: 1.65895 3.06160 -2.41207  -0.22
C: -0.50235 1.46670 -3.28409  -0.24
H: -0.11256 -1.21995 -2.08249  0.04
H: 2.25004 -1.09998 -1.25913  0.04
H: 2.79647 0.21787 2.87427  0.05
H: 1.96844 1.67232 3.46513  0.07
H: 3.68614 1.76351 2.98179  0.10
H: 1.48377 3.90139 1.81462  0.07
H: 2.18537 4.01439 0.18370  0.05
H: 3.26079 3.86569 1.60514  0.10
H: 4.00505 0.28990 0.21787  0.08
H: 4.64867 1.88173 0.73651  0.10
H: 3.81193 1.70721 -0.83355  0.04
H: -3.71996 2.46974 -0.41299  0.10
H: -3.34194 0.74345 -0.10943  0.07
H: -2.84929 1.49464 -1.63822  0.05
H: -2.75810 3.40793 1.72857  0.10
H: -1.11966 3.14405 2.39689  0.07
H: -2.31435 1.82735 2.43781  0.03
H: -2.10924 4.40437 -0.31324  0.10
H: -1.05526 3.79948 -1.61325  0.04
H: -0.33698 4.34734 -0.07899  0.06
H: 2.15380 0.88542 -4.14692  0.07
H: 1.70866 -0.60798 -3.27673  0.06
H: 3.06961 0.38243 -2.69444  0.07
H: 1.70674 3.26222 -3.50111  0.09
H: 2.67787 3.09506 -2.01391  0.06
H: 1.07295 3.85599 -1.93883  0.04
H: -0.15274 1.70378 -4.30920  0.06
H: -1.23138 2.22373 -2.98522  0.04
H: -1.00084 0.48952 -3.30135  0.06
C: -0.18197 -2.07784 -7.04753  -0.55
C: -1.36557 -2.35564 -7.77631  -0.03
C: -1.60468 -3.63465 -8.27359  0.01
C: -0.68228 -4.66247 -8.06224  0.05
C: 0.48913 -4.40254 -7.34549  0.01
C: 0.73866 -3.12917 -6.84415  -0.06
S: 0.19185 -0.51041 -6.39197  0.99
H: -0.93393 0.12301 -6.82753  -0.05
H: -2.08478 -1.55968 -7.94273  0.12
H: -2.51990 -3.82731 -8.83064  0.14
H: -0.87481 -5.66377 -8.45452  0.15
H: 1.21438 -5.19374 -7.17454  0.14
H: 1.65112 -2.92554 -6.28562  0.12
C: 0.77107 0.20379 5.68926  -0.09
N: 0.97530 -0.39055 4.33256  -0.31
C: 1.91630 -1.55803 4.44209  -0.10
P: -0.43851 -0.74590 3.31282  0.72
O: -0.13497 -0.43780 1.94656  -0.41
N: -0.63307 -2.50874 3.43489  -0.28
C: -1.27801 -3.18048 2.25570  -0.08
C: -1.22964 -3.03802 4.69213  -0.09
N: -1.97840 0.06378 3.79684  -0.29
C: -3.16738 -0.45196 3.03224  -0.11
C: -2.36398 0.17827 5.24201  -0.09
H: 1.71155 0.31231 6.22491  0.10
H: 0.11219 -0.47201 6.28020  0.09
H: 0.34904 1.19830 5.57772  0.07
H: 1.47001 -2.32790 5.09201  0.09
H: 2.08551 -1.96657 3.44949  0.07
H: 2.87111 -1.25218 4.86949  0.10
H: -0.69959 -2.94345 1.36533  0.05
H: -1.29606 -4.26158 2.37227  0.10
H: -2.32645 -2.82529 2.13959  0.08
H: -1.09085 -4.11787 4.77771  0.10
H: -0.74894 -2.56777 5.55250  0.07
H: -2.31874 -2.83431 4.71691  0.08
H: -2.90230 -0.53910 1.97675  0.06
H: -3.48416 -1.43060 3.44056  0.09
H: -4.01110 0.23385 3.12139  0.10
H: -2.28449 -0.81617 5.74020  0.08
H: -1.73188 0.90587 5.74581  0.06
H: -3.38106 0.53650 5.36463  0.10


# 2
Here is a molecular structure, C52H43N5O2PtS from the OMol25 dataset. Energies are from ωB97M-V with the def2-TZVPD basis set.

highest occupied orbital energy (spin up / spin down)	-13.038 / -12.998	eV
charge	+2
E_LUMO (spin up / spin down)	-0.1913 / -0.3374	Ha
expectation value of S²	6.029
ΔE to the lowest compared entry with this formula, charge and spin	0.879	eV
2S+1	5
energy	-2948.48795	Eh

Last column: Mulliken spin population.
Cartesian coordinates (Å):
Pt: -0.63126 -0.65994 -0.35716  1.81
O: -1.22171 -2.27959 0.84410  0.28
C: -0.60596 -2.65620 2.03446  0.03
C: 0.93970 -2.71871 1.84275  0.07
C: 1.64584 -1.39440 1.83681  -0.02
C: 2.83173 -1.24438 2.54426  0.01
C: 3.49805 -0.03242 2.51131  -0.01
C: 2.94143 1.01598 1.80199  0.01
C: 1.74088 0.82464 1.13162  -0.02
C: 1.09226 1.93017 0.36640  0.00
C: -0.35684 2.23779 0.83340  0.03
O: -1.22042 1.16436 0.55590  0.39
C: -0.83889 3.45456 -0.02541  0.02
C: -1.46418 4.57361 0.51453  0.00
C: -1.94347 5.58367 -0.31473  0.00
C: -1.81322 5.48907 -1.68912  0.00
C: -1.18481 4.37902 -2.23761  0.00
C: -0.70902 3.37031 -1.41278  0.00
C: -0.42951 2.58757 2.32329  -0.01
C: -1.65133 2.41448 2.96211  0.02
C: -1.83278 2.83045 4.27731  0.00
C: -0.77862 3.40591 4.98384  0.03
C: 0.44475 3.56689 4.35851  -0.01
C: 0.61573 3.17330 3.03242  0.05
N: 1.13640 -0.37450 1.12801  0.13
C: -1.08761 -4.08152 2.39913  0.08
C: -1.80927 -4.36298 3.55414  0.02
C: -2.26779 -5.65178 3.79946  0.00
C: -2.01890 -6.66537 2.89089  0.00
C: -1.29396 -6.39189 1.73721  0.00
C: -0.83000 -5.10969 1.49671  0.01
C: -1.02192 -1.72935 3.15708  0.21
C: -0.20094 -1.47149 4.28917  0.03
C: -0.66561 -0.68890 5.30436  0.12
C: -1.97457 -0.15766 5.23618  0.24
C: -2.80565 -0.42253 4.12163  0.07
C: -2.33108 -1.17795 3.09141  0.03
H: 1.08852 -3.20065 0.87515  0.00
H: 1.37450 -3.36506 2.60313  0.00
H: 3.22910 -2.08231 3.10481  0.00
H: 4.43498 0.09614 3.03862  0.00
H: 3.44129 1.97409 1.74746  0.00
H: 1.02823 1.62652 -0.67855  0.02
H: 1.68363 2.84159 0.41224  0.00
H: -1.58634 4.67878 1.58198  0.00
H: -2.41879 6.45022 0.12828  0.00
H: -2.19939 6.27148 -2.32968  0.00
H: -1.06754 4.29883 -3.31243  0.00
H: -0.23703 2.50748 -1.86863  -0.01
H: -2.47212 1.98026 2.40490  0.01
H: -2.81016 2.74225 4.73881  0.00
H: -0.91976 3.75770 5.99840  0.00
H: 1.27203 4.02293 4.88857  0.00
H: 1.57423 3.35849 2.56856  0.00
H: -2.02582 -3.58302 4.27669  0.02
H: -2.82888 -5.85714 4.70187  0.00
H: -2.39046 -7.66469 3.07547  0.00
H: -1.08952 -7.17950 1.02331  0.00
H: -0.25154 -4.91637 0.60170  0.00
H: 0.77914 -1.91440 4.37952  0.00
H: -0.04025 -0.49655 6.16645  0.00
H: -2.34935 0.42945 6.06349  -0.03
H: -3.81785 -0.03969 4.09199  0.00
H: -2.94912 -1.40325 2.23325  0.01
N: -2.27028 0.66428 -1.86033  0.12
C: -2.59832 -0.02617 -3.03600  0.00
C: -3.00926 0.57908 -4.19391  0.02
C: -3.38805 -0.19505 -5.30876  0.00
C: -3.33990 -1.55867 -5.26340  0.01
C: -2.82859 -2.20947 -4.11798  0.00
C: -2.65897 -3.60840 -4.02987  0.00
C: -2.07993 -4.15098 -2.91730  0.00
C: -1.64040 -3.29738 -1.89479  -0.03
N: -1.80426 -1.99237 -1.92822  0.11
C: -2.42601 -1.43468 -3.00647  -0.02
H: -2.83223 0.37805 -1.07336  0.01
H: -2.27539 1.67367 -1.92567  0.00
H: -3.09514 1.65946 -4.23087  0.00
H: -3.75017 0.30633 -6.19622  0.00
H: -3.67155 -2.15088 -6.10702  0.00
H: -2.97119 -4.23256 -4.85884  0.00
H: -1.92942 -5.21707 -2.81937  0.00
H: -1.15557 -3.69068 -1.01102  0.02
S: 4.43786 -0.20151 -4.89534  0.00
C: 3.09207 -0.39614 -3.73652  0.00
C: 3.29429 -1.02718 -2.51307  0.01
C: 2.22568 -1.16519 -1.64888  0.00
N: 1.00291 -0.71301 -1.94171  0.12
C: 0.79987 -0.12818 -3.12666  0.01
C: 1.81289 0.04807 -4.04970  0.00
C: 5.00416 1.39513 -4.29237  0.00
C: 4.47837 2.56223 -4.82142  0.00
C: 4.96782 3.77128 -4.33639  0.00
N: 5.90704 3.84433 -3.40030  0.00
C: 6.41103 2.71874 -2.90815  0.00
C: 5.99084 1.45867 -3.32230  0.00
H: 4.26716 -1.41399 -2.24324  0.00
H: 2.35707 -1.66284 -0.69668  0.00
H: -0.21230 0.19985 -3.34036  -0.01
H: 1.60502 0.51508 -5.00266  0.00
H: 3.72050 2.53701 -5.59366  0.00
H: 4.59484 4.71391 -4.72238  0.00
H: 7.18821 2.82343 -2.15841  0.00
H: 6.43012 0.55965 -2.90939  0.00